{
  "formula": "C4H7NO",
  "method": "ωB97M-V with the def2-TZVPD basis set",
  "species": ["O", "N", "C", "C", "C", "C", "H", "H", "H", "H", "H", "H", "H"],
  "xyz": [[0.927, -2.898, 0.589], [-0.768, 0.120, -0.213], [0.450, -1.794, 0.683], [-0.429, 1.373, -0.754], [-0.503, 1.190, 0.737], [0.188, -0.879, -0.499], [0.471, 1.260, 1.227], [-1.101, 1.919, -1.425], [1.211, -0.056, -0.902], [0.757, 1.169, -1.121], [-0.076, -1.447, -1.403], [-1.351, 1.391, 1.401], [0.222, -1.349, 1.679]],
  "forces_ev_per_angstrom": [[-0.3, 0.5, 0.0], [-0.8, -0.3, 0.0], [0.7, 0.0, -0.3], [1.8, 0.2, -0.8], [0.3, -0.1, 0.0], [2.2, 1.2, -0.7], [-0.1, -0.3, 0.0], [0.3, -0.1, 0.5], [-1.5, -3.2, 1.4], [-2.9, 1.9, 0.4], [0.2, 0.1, 0.3], [0.3, 0.3, -0.6], [-0.1, -0.1, -0.2]],
  "lowdin_charge": [0.048, -0.186, -0.243, -0.165, -0.130, -0.177, 0.102, 0.107, 0.169, 0.120, 0.126, 0.106, 0.125],
  "e_above_lowest_kcal_mol": 96.7,
  "total_charge": 0,
  "largest_force_ev_per_a": 3.82
}

---

{
  "formula": "C4H7NO",
  "method": "ωB97M-V with the def2-TZVPD basis set",
  "species": ["O", "N", "C", "C", "C", "C", "H", "H", "H", "H", "H", "H", "H"],
  "xyz": [[-0.106, -1.076, -0.241], [0.070, 1.175, -0.164], [-1.432, -0.609, 0.051], [-1.356, 0.863, -0.354], [0.660, 0.050, -0.131], [2.112, -0.211, 0.082], [2.585, 0.680, 0.496], [2.608, -0.485, -0.855], [2.214, -1.050, 0.778], [-2.159, -1.221, -0.484], [-1.570, -0.715, 1.135], [-1.633, 1.015, -1.407], [-1.984, 1.514, 0.260]],
  "forces_ev_per_angstrom": [[0.1, -0.1, 0.1], [0.2, -0.4, 0.0], [-0.2, 0.1, 0.0], [-0.2, 0.0, 0.0], [0.1, 0.3, 0.1], [0.0, 0.0, 0.0], [0.0, -0.1, -0.1], [-0.1, 0.0, 0.1], [0.1, 0.1, -0.1], [0.1, 0.1, 0.0], [-0.2, 0.0, -0.1], [0.1, 0.0, 0.2], [0.1, -0.1, -0.1]],
  "lowdin_charge": [-0.032, 0.101, -0.154, -0.184, -0.456, 0.003, 0.084, 0.087, 0.086, 0.120, 0.122, 0.113, 0.109],
  "e_above_lowest_kcal_mol": 20.5,
  "total_charge": 0,
  "smiles": "CC1=NCCO1",
  "largest_force_ev_per_a": 0.42
}

---

{
  "formula": "C4H7NO",
  "method": "ωB97M-V with the def2-TZVPD basis set",
  "species": ["O", "N", "C", "C", "C", "C", "H", "H", "H", "H", "H", "H", "H"],
  "xyz": [[-1.504, -1.070, -0.358], [0.555, -0.018, -0.348], [1.217, -1.287, -0.126], [-1.500, 1.319, -0.477], [1.213, -0.262, 0.940], [-0.863, -0.043, -0.358], [0.568, -2.150, -0.003], [-1.697, 1.496, -1.540], [0.569, -0.448, 1.797], [-2.457, 1.331, 0.046], [2.094, 0.341, 1.144], [2.102, -1.425, -0.739], [-0.847, 2.120, -0.125]],
  "forces_ev_per_angstrom": [[0.2, 0.4, -0.1], [-0.2, 0.1, -0.2], [0.1, -0.2, -0.1], [0.0, 0.0, 0.0], [0.1, 0.1, 0.3], [-0.2, -0.2, 0.0], [0.1, 0.1, 0.0], [0.0, 0.0, 0.1], [0.1, 0.0, -0.1], [0.1, 0.0, -0.1], [-0.1, -0.1, -0.1], [-0.1, 0.0, 0.1], [0.0, -0.2, 0.0]],
  "lowdin_charge": [0.083, -0.041, -0.125, -0.001, -0.100, -0.498, 0.106, 0.090, 0.115, 0.083, 0.102, 0.108, 0.079],
  "e_above_lowest_kcal_mol": 36.8,
  "total_charge": 0,
  "smiles": "CC(=O)N1CC1",
  "largest_force_ev_per_a": 0.46
}

---

{
  "formula": "C4H7NO",
  "method": "ωB97M-V with the def2-TZVPD basis set",
  "species": ["O", "N", "C", "C", "C", "C", "H", "H", "H", "H", "H", "H", "H"],
  "xyz": [[-0.751, 0.048, 0.942], [-0.633, -1.745, -0.286], [0.479, 1.987, -0.120], [-0.487, 1.298, -0.183], [1.299, -0.318, -0.321], [-0.081, -0.676, 0.213], [-1.409, 0.930, -0.614], [1.559, 2.275, -0.261], [2.200, -0.802, 0.261], [-1.526, -1.950, 0.059], [-0.279, -2.452, -0.823], [1.204, -0.638, -1.398], [1.430, 0.718, -0.298]],
  "forces_ev_per_angstrom": [[-0.3, -2.1, 3.1], [-1.6, -0.3, 0.5], [3.9, 4.2, -1.0], [-4.8, 3.1, -2.1], [2.1, -4.2, -0.2], [2.8, -0.4, 0.5], [0.0, 1.0, -0.4], [-2.3, 0.5, 0.7], [-1.9, 0.2, -1.2], [-1.5, -0.2, 0.6], [1.8, -1.4, -1.6], [0.9, 0.1, 0.9], [1.0, -0.6, 0.2]],
  "lowdin_charge": [0.030, 0.233, -0.016, -0.222, -0.027, -0.577, 0.100, 0.090, 0.132, 0.113, 0.091, 0.112, -0.060],
  "e_above_lowest_kcal_mol": 164.7,
  "total_charge": 0,
  "largest_force_ev_per_a": 6.14
}

---

{
  "formula": "C4H7NO",
  "method": "ωB97M-V with the def2-TZVPD basis set",
  "species": ["O", "N", "C", "C", "C", "C", "H", "H", "H", "H", "H", "H", "H"],
  "xyz": [[-2.499, -0.559, -0.338], [2.453, -1.301, 0.341], [0.456, 1.426, 0.126], [1.941, -1.095, -0.686], [-0.438, 0.710, -0.539], [-1.135, -0.493, 0.019], [2.882, -1.459, 1.222], [-2.931, 0.289, -0.127], [0.733, 1.178, 1.132], [-0.690, -1.398, -0.399], [-1.028, -0.523, 1.115], [-0.722, 0.968, -1.550], [0.977, 2.256, -0.317]],
  "forces_ev_per_angstrom": [[-0.7, 0.6, -0.1], [-0.1, 0.0, -0.3], [-0.3, 0.0, -0.3], [0.3, -0.3, 0.1], [-0.2, 0.2, 0.3], [0.2, 0.1, 0.3], [0.1, 0.0, 0.2], [0.4, -0.6, -0.1], [0.1, -0.1, 0.4], [0.1, 0.0, 0.0], [0.1, 0.0, -0.2], [0.1, 0.0, -0.2], [0.0, 0.2, -0.2]],
  "lowdin_charge": [-0.078, 0.072, -0.033, -0.038, -0.207, -0.308, 0.071, 0.095, 0.050, 0.095, 0.119, 0.107, 0.053],
  "e_above_lowest_kcal_mol": 72.0,
  "total_charge": 0,
  "largest_force_ev_per_a": 0.93
}

---

{
  "formula": "C4H7NO",
  "method": "ωB97M-V with the def2-TZVPD basis set",
  "species": ["O", "N", "C", "C", "C", "C", "H", "H", "H", "H", "H", "H", "H"],
  "xyz": [[-0.789, 0.678, 0.015], [1.556, -1.062, -1.453], [-0.092, -0.941, 1.552], [0.383, 0.082, 0.554], [-0.696, 1.041, -1.351], [1.251, -0.599, -0.437], [-0.648, -1.726, 1.031], [0.957, 0.875, 1.034], [0.767, -1.376, 2.063], [-0.759, -0.425, 2.241], [-0.777, 0.119, -1.927], [0.439, 1.510, -1.633], [-1.573, 1.655, -1.685]],
  "forces_ev_per_angstrom": [[0.3, 0.2, -0.5], [0.4, 0.1, 1.1], [0.0, -0.1, 0.3], [0.0, 0.1, 0.4], [2.0, 0.6, -1.3], [-0.9, 0.0, -1.7], [0.1, 0.1, 0.1], [0.2, 0.0, 0.1], [-0.2, 0.0, 0.2], [0.1, -0.2, 0.2], [0.2, 0.0, -0.3], [-3.4, -0.8, 0.7], [1.1, -0.1, 0.8]],
  "lowdin_charge": [-0.165, 0.176, -0.039, -0.416, -0.119, -0.176, 0.098, 0.148, 0.090, 0.089, 0.065, 0.153, 0.095],
  "e_above_lowest_kcal_mol": 52.5,
  "total_charge": 0,
  "smiles": "CO[C@@H](C)C#N",
  "largest_force_ev_per_a": 3.53
}

---

{
  "formula": "C4H7NO",
  "method": "ωB97M-V with the def2-TZVPD basis set",
  "species": ["O", "N", "C", "C", "C", "C", "H", "H", "H", "H", "H", "H", "H"],
  "xyz": [[-1.718, 0.252, -0.049], [0.082, 0.975, -1.212], [1.098, 0.644, -0.212], [-0.851, 1.213, -0.369], [0.550, -0.716, 0.387], [-0.914, -0.995, -0.070], [-0.716, 1.970, 0.449], [1.028, 1.394, 0.630], [-0.950, -1.403, -1.080], [0.576, -0.654, 1.481], [1.156, -1.578, 0.081], [2.099, 0.558, -0.660], [-1.440, -1.662, 0.624]],
  "forces_ev_per_angstrom": [[-0.1, 0.2, 0.1], [-0.4, 0.1, 0.1], [0.2, -0.1, 0.4], [0.3, -0.2, 0.1], [0.0, 0.0, 0.1], [0.1, -0.1, -0.1], [-0.8, 0.1, -0.4], [0.9, -0.5, -0.4], [0.1, 0.1, 0.2], [0.0, -0.1, -0.1], [-0.1, 0.2, 0.0], [-0.3, 0.1, 0.3], [0.2, 0.2, -0.2]],
  "lowdin_charge": [-0.023, 0.018, -0.232, -0.301, -0.138, -0.130, 0.140, 0.105, 0.115, 0.105, 0.109, 0.110, 0.123],
  "e_above_lowest_kcal_mol": 91.5,
  "total_charge": 0,
  "largest_force_ev_per_a": 1.10
}

---

{
  "formula": "C4H7NO",
  "method": "ωB97M-V with the def2-TZVPD basis set",
  "species": ["O", "N", "C", "C", "C", "C", "H", "H", "H", "H", "H", "H", "H"],
  "xyz": [[2.648, -0.227, 0.078], [0.537, 0.788, 0.164], [0.225, 0.276, -1.178], [1.866, 0.535, 0.591], [-0.284, -0.441, -0.004], [-1.718, -0.374, 0.445], [-2.158, 0.599, 0.210], [-0.448, 0.924, -1.734], [-2.303, -1.151, -0.060], [-1.793, -0.536, 1.524], [0.244, -1.367, 0.223], [1.050, -0.171, -1.727], [2.135, 1.145, 1.469]],
  "forces_ev_per_angstrom": [[-0.4, 0.4, 0.2], [0.2, 0.2, 0.1], [0.0, -0.1, -0.3], [0.2, -0.3, -0.1], [-0.1, -0.3, 0.0], [0.0, 0.0, 0.0], [0.1, -0.1, 0.0], [0.1, -0.1, 0.1], [0.1, 0.1, 0.1], [0.0, 0.0, -0.1], [0.0, 0.2, 0.0], [-0.1, 0.1, 0.1], [0.0, -0.1, 0.0]],
  "lowdin_charge": [0.057, -0.023, -0.097, -0.296, -0.317, -0.054, 0.081, 0.113, 0.080, 0.077, 0.142, 0.110, 0.127],
  "e_above_lowest_kcal_mol": 42.1,
  "total_charge": 0,
  "smiles": "C[C@H]1CN1C=O",
  "largest_force_ev_per_a": 0.55
}

---

Number 1: DFT total energy -286.477523 a.u.. Number 2: DFT total energy -286.598915 a.u.. Number 3: DFT total energy -286.572974 a.u.. Number 4: DFT total energy -286.369179 a.u.. Number 5: DFT total energy -286.516837 a.u.. Number 6: DFT total energy -286.547910 a.u.. Number 7: DFT total energy -286.485883 a.u.. Number 8: DFT total energy -286.564498 a.u..